1.
15
Properties=species:S:1:pos:R:3:forces:R:3:mulliken_spin:R:1 method="wB97M-V/def2-TZVPD" e_homo_ev="-6.4 / -9.2" s_squared=2.0239 e_above_lowest_kcal_mol=148.9 multiplicity=3
C -0.075931 -1.472758 -0.094401 0.86 -2.50 -0.80 0.61
C -1.196787 -1.300193 0.600302 2.36 0.61 -0.89 0.14
C 1.221590 -0.999596 -0.757534 -2.46 0.99 -0.10 0.05
C -0.551692 -0.052987 0.391176 -1.20 1.39 0.68 1.09
C 0.724927 0.476411 -0.241303 -0.45 -1.36 -0.82 0.00
C 1.634219 1.071309 0.781262 1.17 -1.40 1.08 0.03
S -3.491352 0.500198 -0.432872 3.48 1.10 -1.52 0.02
H 2.140266 -1.323515 -0.327758 0.57 -0.32 0.60 0.02
H 1.272626 -1.119117 -1.863478 -0.29 0.11 0.82 0.02
H -3.193272 -0.673247 0.065077 -0.03 -0.66 0.37 0.00
H 0.477548 1.092197 -1.129364 0.39 -0.02 0.63 0.04
H 1.959414 0.273399 1.563701 -1.50 1.29 -0.73 0.00
H 1.115093 1.960712 1.220938 1.27 -0.58 -0.21 0.00
H 2.635280 1.098590 0.327667 -0.20 1.52 -0.13 -0.01
H -4.671932 0.468595 -0.103412 -3.98 -0.16 1.03 0.00



2.
12
Properties=species:S:1:pos:R:3:forces:R:3:nbo_charge:R:1 method="wB97M-V/def2-TZVPD" e_homo_ev=-9.7 e_above_lowest_kcal_mol=84.8
H 0.372522 -1.515688 0.943520 2.08 0.29 -2.26 0.37
N 1.091777 -1.686254 0.128823 -2.03 0.34 0.74 -0.66
C 1.155805 -0.990272 -0.943152 0.37 -0.71 1.59 0.27
N 0.588476 0.197634 -1.338622 -1.45 4.96 1.69 -0.60
C -0.203528 1.052687 -0.426426 0.62 -2.96 -1.91 -0.07
C -0.886257 0.845691 0.663061 -3.13 -2.51 3.86 0.28
F -2.054322 1.579188 0.988492 1.97 0.21 -1.06 -0.33
C -1.010847 -0.238421 1.737536 0.06 -0.20 5.81 0.17
N -1.165432 -0.652061 2.887131 0.93 2.04 -7.39 -0.25
H 1.738188 -1.421197 -1.714417 0.87 -0.20 -0.87 0.17
H 0.983020 0.998817 -1.949607 0.15 -3.13 0.68 0.43
H -0.609403 1.829876 -0.976339 -0.44 1.88 -0.87 0.23